Entry 1:
96
Properties=species:S:1:pos:R:3:lowdin_spin:R:1 method="wB97M-V/def2-TZVPD" spin_multiplicity=2 total_charge=-1 s2=0.753 orbital_gap_ha="0.07354 / 0.22411"
S 0.449 -5.152 -4.162 0.000
O -5.986 1.379 -2.424 0.000
O 2.767 3.963 0.106 0.015
O -3.248 -2.323 1.823 0.000
O 5.702 0.378 0.424 0.223
O 3.967 4.840 1.716 0.021
O -3.658 -0.818 4.745 0.000
O 2.792 1.652 5.546 0.002
O 1.790 -4.981 -4.713 0.000
O -0.454 0.725 2.730 0.001
O 0.150 -3.908 -3.183 0.000
O 3.581 -2.135 -3.246 0.000
O 4.377 -1.079 1.367 0.219
O -3.925 -4.305 1.550 0.000
O 3.341 -3.746 -1.894 0.001
O -0.758 -4.642 -5.182 0.000
O -5.945 0.763 2.874 0.000
O -1.544 -1.391 4.586 0.000
O -6.005 0.663 -4.515 0.000
O 0.754 0.197 -4.326 0.000
O 0.071 -6.362 -3.444 0.000
O 0.918 0.904 6.358 0.003
N -4.271 1.974 1.913 0.000
N 2.933 0.947 -4.413 0.001
N 1.826 0.961 5.507 0.002
N 3.467 4.815 0.620 0.031
N -3.182 -3.516 2.024 0.000
N -5.434 1.088 -3.514 0.000
N -0.321 0.290 0.491 0.001
N 3.011 -2.632 -2.264 0.001
N -2.643 -1.341 5.174 0.000
N 5.050 -0.066 1.393 0.382
C 3.193 1.188 -2.988 0.004
C -2.131 -4.003 3.023 0.000
C 4.159 1.123 -5.271 0.000
C 3.628 6.085 -0.218 0.002
C -1.204 0.073 -0.608 0.000
C -1.312 -3.407 -4.890 0.000
C -0.399 -2.813 -3.768 0.000
C 1.991 -0.187 4.637 0.004
C -4.565 1.607 0.522 0.000
C -0.876 0.129 1.692 0.000
C -4.977 1.538 2.978 0.000
C 0.958 1.051 0.262 0.004
C -3.948 1.268 -3.441 0.000
C 4.917 0.778 2.618 0.024
C -2.779 -1.676 6.627 0.000
C 1.759 0.620 -4.920 0.000
C 1.877 -1.958 -1.560 0.004
C -3.313 3.025 2.030 0.000
H -4.384 2.391 -0.213 0.000
H 1.119 -2.717 -1.752 0.000
H -3.768 0.873 0.400 0.000
H 2.243 1.486 -2.545 0.001
H 0.442 -2.276 -4.207 0.000
H -2.010 -5.038 2.705 0.000
H -1.596 -0.695 1.808 0.000
H -3.633 0.302 -3.835 0.000
H 5.460 0.428 3.496 0.013
H -4.615 1.842 3.972 0.000
H 1.525 0.567 -0.532 0.002
H 3.852 0.712 2.842 0.009
H 4.615 6.254 -0.647 0.002
H -2.552 3.141 1.259 0.000
H -1.509 -2.803 -5.775 0.000
H -3.528 2.043 -4.082 0.000
H -2.752 2.890 2.955 0.000
H 1.995 0.637 -5.996 0.000
H 0.769 2.089 -0.013 0.000
H -1.805 -1.765 7.109 0.000
H -0.836 -2.213 -2.970 0.000
H -3.864 3.922 2.315 0.000
H 5.062 1.813 2.310 0.004
H -2.457 -3.738 4.029 0.000
H 2.999 6.207 -1.099 0.000
H -3.356 -0.875 7.090 0.000
H 2.153 -1.747 -0.527 0.005
H 4.686 1.943 -4.784 0.000
H -1.697 0.954 -1.019 0.000
H 1.626 0.936 1.116 0.003
H 3.472 6.966 0.405 0.000
H 1.425 -1.054 4.978 0.000
H -1.996 -0.629 -0.345 0.000
H -0.701 -0.381 -1.462 0.000
H 3.024 -0.527 4.714 0.002
H -2.287 -3.609 -4.445 0.000
H -1.289 -3.350 2.795 0.000
H -3.557 1.409 -2.433 0.000
H -3.134 -2.704 6.701 0.000
H 1.735 0.214 3.656 0.003
H 3.663 0.463 -2.324 0.004
H -5.533 1.111 0.454 0.000
H 1.697 -0.963 -1.968 0.000
H 4.096 1.504 -6.290 0.000
H 4.871 0.299 -5.222 0.000
H 3.784 2.104 -3.010 0.002

=====

Entry 2:
91
Properties=species:S:1:pos:R:3:mulliken_charge:R:1 method="wB97M-V/def2-TZVPD" spin_multiplicity=1 total_charge=+3 orbital_gap_ha=0.12461 de_lowest_kj_mol=861.3
Cl -0.424 -24.649 -16.668 -0.189
Cl 10.895 -16.880 -17.472 -0.161
Cl -2.505 -25.907 -14.241 -0.174
Cl 11.540 -16.727 -13.968 -0.157
F 5.584 -18.423 -2.609 -0.222
F 7.088 -13.246 -3.375 -0.200
F -0.863 -18.565 -4.203 -0.222
F -1.798 -20.532 -4.496 -0.209
F 4.865 -13.066 -3.398 -0.222
F 4.083 -20.001 -2.453 -0.234
F 6.211 -11.441 -4.161 -0.237
F -2.693 -18.654 -5.155 -0.243
F 6.180 -20.557 -2.221 -0.217
O 6.397 -20.930 -4.739 -0.240
O -0.415 -20.731 -6.730 -0.213
O 4.866 -13.200 -6.137 -0.603
O 3.866 -16.340 -12.379 -0.766
O 4.881 -19.209 -5.239 -0.603
O -0.513 -18.447 -6.994 -0.594
O 6.931 -14.077 -5.907 -0.207
O 1.302 -17.990 -13.890 -0.794
N 1.380 -14.673 -9.314 -0.490
N -3.010 -15.790 -13.271 -0.601
N 0.243 -18.809 -18.587 -0.500
N 6.093 -11.750 -13.277 -0.531
N 1.511 -13.844 -15.148 -1.067
C 5.491 -19.922 -4.419 0.492
C 9.863 -17.257 -16.085 -0.437
C -0.702 -25.681 -14.178 -0.459
C 3.694 -17.763 -12.543 -0.332
C 6.999 -14.662 -7.193 -0.174
C 8.285 -15.545 -7.337 -1.147
C 6.043 -12.788 -4.039 0.858
C 6.544 -21.458 -6.077 -0.264
C -0.239 -24.444 -14.922 -0.379
C 2.241 -18.360 -12.860 -0.351
C 0.624 -22.402 -8.133 -1.181
C 5.913 -13.357 -5.479 0.392
C 0.255 -20.971 -7.977 -0.130
C 10.125 -16.306 -14.914 -0.365
C -0.788 -19.446 -6.320 0.369
C -1.563 -19.326 -4.974 0.862
C 8.049 -21.900 -6.305 -1.022
C 5.351 -19.728 -2.883 0.782
H 2.365 -19.438 -12.759 0.289
H -0.290 -26.585 -14.626 0.305
H 8.732 -21.403 -5.615 0.316
H 0.798 -24.157 -14.747 0.302
H 1.270 -22.745 -7.325 0.314
H 8.836 -17.198 -16.445 0.257
H 1.154 -20.355 -7.988 0.271
H -0.448 -25.708 -13.118 0.305
H 9.216 -15.003 -7.169 0.331
H 9.321 -16.285 -14.179 0.232
H 0.666 -14.175 -9.827 0.412
H 6.001 -22.403 -6.064 0.268
H 1.041 -13.165 -14.567 0.487
H 1.966 -14.962 -10.085 0.300
H 2.418 -14.020 -14.739 0.385
H 6.116 -15.260 -7.420 0.281
H -3.620 -16.356 -12.699 0.376
H 1.092 -18.312 -18.817 0.381
H 8.488 -15.978 -8.317 0.392
H 8.414 -21.844 -7.331 0.317
H 0.311 -19.767 -18.898 0.381
H 1.535 -13.426 -16.068 0.437
H -2.144 -16.291 -13.412 0.344
H 6.945 -13.836 -7.902 0.259
H 4.400 -18.153 -13.277 0.237
H 5.199 -11.301 -13.137 0.380
H 1.642 -18.231 -11.959 0.107
H -0.258 -23.034 -8.231 0.323
H 5.847 -12.717 -13.117 0.360
H 1.011 -14.720 -15.110 0.420
H -3.462 -15.573 -14.148 0.390
H -0.351 -20.593 -8.800 0.279
H 10.135 -15.307 -15.351 0.307
H 1.217 -22.419 -9.048 0.370
H 0.985 -15.512 -8.915 0.308
H 6.219 -20.742 -6.832 0.322
H -0.749 -23.516 -14.664 0.289
H 0.235 -18.750 -17.579 0.340
H 1.961 -14.179 -8.652 0.366
H -2.771 -14.901 -12.855 0.395
H 3.920 -18.057 -11.518 0.194
H 8.190 -16.406 -6.675 0.277
H 6.435 -11.528 -14.201 0.382
H 8.111 -22.942 -5.990 0.304
H -0.572 -18.298 -18.895 0.383
H 6.664 -11.428 -12.509 0.380
H 10.038 -18.306 -15.843 0.324

=====

Entry 3:
74
Properties=species:S:1:pos:R:3:mulliken_charge:R:1 method="wB97M-V/def2-TZVPD" spin_multiplicity=1 total_charge=0 orbital_gap_ha=0.33128 smiles=COC[C@H](C)N.COCCNCCOC.COCCNCCOC.CCO
O -21.914 2.614 13.804 -0.270
O -22.419 2.837 9.750 -0.531
O -20.115 -2.402 8.451 -0.277
O -14.571 2.642 14.093 -0.327
O -17.123 5.251 10.704 -0.384
O -24.702 1.674 17.220 -0.374
N -17.312 3.827 13.720 -0.104
N -22.212 -0.292 14.927 -0.302
N -22.144 -4.304 9.123 -0.760
C -24.280 0.662 16.218 -0.554
C -22.893 -2.151 9.597 -1.092
C -21.533 1.351 13.122 0.141
C -18.257 4.970 11.606 -0.544
C -21.043 3.684 13.684 -0.775
C -22.516 -3.080 8.405 0.059
C -13.593 1.657 14.548 -0.777
C -21.288 -2.548 7.605 -0.729
C -15.522 2.916 15.128 -0.591
C -22.731 0.546 16.049 -0.305
C -20.641 2.466 8.098 -1.092
C -16.189 4.181 14.669 -0.680
C -17.502 5.555 9.347 -0.567
C -26.069 1.913 17.303 -0.655
C -19.054 -1.995 7.706 -0.752
C -22.456 0.187 13.595 -0.935
C -21.087 3.293 9.361 0.071
C -17.836 5.039 13.151 -1.067
H -21.689 1.528 12.058 -0.206
H -15.107 3.106 16.118 0.460
H -22.398 1.576 15.921 0.131
H -18.148 4.722 9.069 0.157
H -13.848 0.818 13.901 0.259
H -21.418 2.616 7.349 0.317
H -19.663 2.672 7.662 0.411
H -20.411 2.981 10.157 0.027
H -21.278 -4.064 9.584 0.335
H -18.150 -1.959 8.314 0.267
H -12.544 1.928 14.424 0.233
H -16.597 5.774 8.780 0.255
H -22.337 1.882 9.796 0.247
H -18.918 -2.661 6.854 0.320
H -26.499 2.419 18.167 0.240
H -16.233 2.110 15.307 0.321
H -20.463 1.409 8.299 0.193
H -18.075 6.481 9.285 0.286
H -26.532 0.926 17.278 0.285
H -17.209 5.931 13.140 0.493
H -23.374 -3.184 7.740 0.432
H -13.734 1.282 15.562 0.353
H -24.883 0.577 15.314 0.402
H -24.495 -0.307 16.669 0.286
H -18.650 5.406 13.776 0.419
H -23.861 -2.298 10.076 0.405
H -21.054 4.347 9.086 0.381
H -20.464 1.167 13.230 0.440
H -18.866 5.859 11.444 0.518
H -21.080 -3.278 6.823 0.384
H -15.404 4.762 14.184 0.342
H -21.835 -4.936 8.398 0.271
H -23.532 0.314 13.474 0.249
H -20.777 4.059 12.695 0.101
H -21.385 -1.559 7.156 0.421
H -19.222 -1.018 7.254 0.264
H -18.763 4.018 11.442 0.257
H -22.045 -2.109 10.279 0.184
H -20.090 3.392 14.126 0.424
H -16.574 4.733 15.526 0.445
H -22.319 0.096 16.952 0.402
H -22.138 -0.572 12.881 0.376
H -26.208 2.536 16.420 0.261
H -21.220 -0.434 15.052 0.272
H -21.495 4.456 14.306 0.332
H -22.980 -1.177 9.113 0.268
H -16.778 3.347 13.009 0.251

=====

Entry 4:
78
Properties=species:S:1:pos:R:3:mulliken_charge:R:1 method="wB97M-V/def2-TZVPD" spin_multiplicity=1 total_charge=0 orbital_gap_ha=0.30655 de_lowest_kj_mol=339.3 smiles="CN(C)P(=O)(N(C)C)N(C)C.CN(C)P(=O)(N(C)C)N(C)C.CC[C@]1(N)CCC(=O)O1"
P -1.966 1.702 -0.552 0.609
P 4.923 -0.976 -0.075 0.662
O -6.863 -0.128 0.591 -0.357
O -2.773 0.979 0.498 -0.788
O -6.021 -0.093 -1.476 -0.651
O 3.792 -0.241 -0.740 -0.755
N -8.461 -1.617 1.499 -0.691
N 5.538 -1.743 -1.547 0.165
N -1.748 0.423 -1.679 0.161
N -0.530 1.943 0.450 0.242
N -1.517 2.983 -1.685 0.082
N 5.725 -2.135 0.992 0.084
N 5.904 0.360 0.392 0.122
C -0.247 3.687 -1.696 -0.959
C -7.128 -1.066 1.639 0.947
C -6.933 -0.325 2.955 -0.650
C -2.996 0.116 -2.381 -0.722
C 4.670 -2.820 1.789 -1.170
C -0.770 1.736 1.884 -1.108
C -5.102 -1.620 0.249 -0.298
C 0.743 1.286 0.163 -1.082
C 6.839 -1.414 -2.122 -1.150
C 6.681 -3.143 0.570 -0.951
C -7.639 1.040 3.018 -1.227
C 7.341 0.305 0.562 -0.905
C 5.313 1.108 1.502 -0.913
C -6.028 -2.144 1.361 -1.118
C -5.993 -0.552 -0.363 0.515
C -2.600 4.004 -1.665 -1.163
C -0.631 0.303 -2.593 -0.760
C 4.588 -1.704 -2.669 -1.085
H 5.105 -3.447 2.567 0.386
H -7.329 -0.965 3.747 0.398
H 5.326 0.527 2.438 0.348
H 7.647 -0.251 1.461 0.312
H -5.555 -2.566 2.246 0.352
H -8.607 0.957 3.508 0.295
H -5.862 -0.166 3.086 0.312
H 0.553 3.056 -2.074 0.220
H -3.802 -0.027 -1.672 -0.168
H -7.806 1.488 2.040 0.331
H 6.987 -0.333 -2.239 0.371
H 7.839 -0.131 -0.299 0.258
H 7.734 1.319 0.655 0.381
H 0.327 0.400 -2.087 0.174
H 4.882 -2.441 -3.420 0.360
H -2.455 4.752 -2.443 0.386
H 4.278 1.368 1.277 0.061
H 3.584 -1.972 -2.354 0.341
H 5.851 2.041 1.672 0.372
H 6.905 -3.790 1.421 0.429
H 7.680 -1.833 -1.571 0.239
H -0.308 4.505 -2.418 0.436
H 4.559 -0.719 -3.148 0.345
H -0.819 0.672 2.143 0.348
H -2.652 4.518 -0.697 0.383
H -6.998 1.727 3.570 0.353
H 4.030 -3.447 1.158 0.383
H -2.907 -0.804 -2.960 0.383
H -4.987 -2.403 -0.502 0.357
H -3.288 0.927 -3.066 0.331
H -6.525 -2.974 0.852 0.382
H -8.670 -1.746 0.518 0.303
H 0.637 0.206 0.008 0.392
H -4.095 -1.322 0.536 0.216
H 6.938 -1.858 -3.115 0.410
H -1.686 2.219 2.213 0.353
H 1.443 1.418 0.991 0.371
H -3.570 3.530 -1.851 0.349
H -0.635 -0.693 -3.040 0.372
H -8.530 -2.500 1.985 0.260
H 4.036 -2.081 2.291 0.353
H 0.041 2.190 2.459 0.349
H 1.278 1.715 -0.683 0.172
H 7.640 -2.698 0.315 0.222
H 0.025 4.122 -0.730 0.320
H 6.321 -3.781 -0.242 0.316
H -0.667 1.035 -3.414 0.295

=====

Entry 5:
78
Properties=species:S:1:pos:R:3:mulliken_charge:R:1 method="wB97M-V/def2-TZVPD" spin_multiplicity=1 total_charge=0 orbital_gap_ha=0.33990 smiles="CC(=O)OCCCOC(=O)O[PH2]=S.CCO.CCO.CCO.CCO.CCO.CCO"
S -3.305 -4.148 1.309 -0.393
P -2.187 -2.850 2.194 0.382
O 0.119 -3.645 -0.529 -0.348
O -1.143 0.511 2.112 -0.773
O -2.159 -1.383 1.445 -0.311
O -1.619 2.916 5.680 -0.476
O 2.831 1.962 -1.602 -0.527
O -3.447 1.181 2.160 -0.547
O -0.004 -1.114 1.001 -0.222
O 0.743 0.658 -5.073 -0.445
O 1.779 -0.480 4.182 -0.397
O 3.757 -1.653 -1.542 -0.545
O -0.005 -1.842 4.236 -0.585
C 2.724 -1.565 -3.732 -0.879
C 1.972 -1.877 2.182 -0.406
C -0.684 0.723 -5.078 -0.222
C 2.498 -1.556 3.579 -0.738
C -0.913 -3.574 -2.720 -0.741
C -1.409 4.768 4.101 -1.152
C -1.300 -0.475 -5.776 -1.005
C 0.507 -0.764 4.482 0.897
C -3.878 2.340 0.062 -1.212
C 1.289 -0.698 1.501 -0.146
C -3.741 2.445 1.570 0.000
C -0.253 0.395 5.014 -0.727
C 3.654 3.118 -3.586 -1.372
C 2.984 -2.394 -2.491 0.187
C 3.133 1.820 -2.998 0.486
C -1.061 -0.572 1.593 0.873
C -2.101 3.464 4.456 0.653
C -0.658 -4.391 -1.466 -0.303
H -4.117 3.308 -0.381 0.394
H 2.037 -2.694 -2.031 -0.103
H -2.951 3.157 1.831 0.033
H 3.540 -1.275 3.584 0.395
H 1.203 0.183 2.116 0.447
H -1.771 5.159 3.149 0.345
H -2.949 1.977 -0.383 0.269
H 2.413 -2.449 4.186 0.338
H 2.236 1.489 -3.524 -0.135
H -1.492 -4.135 -3.456 0.483
H -1.006 1.653 -5.559 0.282
H 2.800 -2.210 1.568 0.564
H -0.851 -3.238 2.267 0.055
H -0.091 -5.291 -1.698 0.291
H 2.174 -0.666 -3.471 0.020
H -1.603 -4.690 -1.002 0.171
H -1.463 -2.662 -2.475 0.283
H -0.506 1.053 4.194 -0.188
H -0.375 -2.849 -0.312 0.145
H -2.389 -0.424 -5.755 0.354
H 1.875 -0.422 0.636 -0.047
H -0.983 -1.399 -5.293 0.185
H -0.331 4.618 4.030 0.295
H -3.184 3.606 4.525 0.264
H -1.175 0.045 5.450 0.385
H -0.978 -0.521 -6.819 0.362
H 1.303 -2.722 2.232 0.134
H -1.911 2.708 3.697 -0.422
H -1.765 3.545 6.391 0.282
H 3.666 -1.253 -4.188 0.368
H 0.033 -3.274 -3.174 0.019
H 2.145 -2.122 -4.471 0.408
H 1.037 0.639 -5.987 0.237
H -2.616 0.861 1.790 0.237
H 2.156 2.640 -1.518 0.295
H -4.673 2.791 2.016 0.334
H 2.909 3.912 -3.491 0.356
H -2.646 -2.568 3.480 0.071
H 3.264 -0.855 -1.325 0.229
H 3.548 -3.294 -2.731 0.321
H 4.549 3.445 -3.055 0.347
H -1.586 5.522 4.871 0.370
H -0.992 0.756 -4.034 0.215
H -4.665 1.632 -0.197 0.295
H 3.897 3.000 -4.643 0.354
H 3.885 1.038 -3.076 0.253
H 0.275 0.953 5.772 0.400

=====

Number 1: DFT total energy -3238.40505 Ha, largest force on an atom 0.0962 hartree/bohr. Number 2: DFT total energy -4328.00083 Ha, largest force on an atom 0.0842 hartree/bohr. Number 3: DFT total energy -1329.47111 Ha, largest force on an atom 0.0609 hartree/bohr. Number 4: DFT total energy -2080.89255 Ha, largest force on an atom 0.1411 hartree/bohr. Number 5: DFT total energy -2281.17687 Ha, largest force on an atom 0.0386 hartree/bohr.